The following is a DFT calculation (ωB97M-V/def2-TZVPD) of a molecular structure, C37H39BF4InN3S4.

Last column: Löwdin charge in e.
Element x y z (Å)
In: -2.28 -0.16 0.68  0.333
S: -0.76 -1.70 -0.56  0.727
C: -1.23 -1.44 -2.24  -0.641
C: -0.24 -1.44 -3.22  -0.116
C: -0.55 -1.29 -4.56  -0.077
C: -1.87 -1.14 -4.95  -0.075
C: -2.87 -1.15 -3.99  -0.100
C: -2.55 -1.28 -2.64  -0.521
S: -3.85 -1.25 -1.41  0.986
C: -4.82 0.17 -1.98  -0.359
C: -4.92 1.30 -0.99  -0.322
C: -5.43 2.51 -1.43  -0.013
C: -5.49 3.57 -0.54  -0.032
C: -5.07 3.37 0.77  -0.011
C: -4.57 2.14 1.12  -0.358
C: -3.95 1.86 2.45  -0.472
S: -2.15 1.81 2.18  0.768
C: -0.23 -0.68 3.32  -0.260
C: 0.54 0.23 4.05  -0.025
C: 0.01 0.81 5.18  -0.073
C: -1.26 0.45 5.61  -0.078
C: -2.03 -0.41 4.85  -0.116
C: -1.55 -0.96 3.66  -0.661
S: -2.59 -1.88 2.57  0.610
N: -4.49 1.12 0.26  0.074
H: 0.80 -1.54 -2.91  0.098
H: 0.24 -1.27 -5.30  0.105
H: -2.13 -1.01 -5.99  0.104
H: -3.90 -1.07 -4.30  0.110
H: -5.82 -0.19 -2.22  0.093
H: -4.35 0.55 -2.88  0.076
H: -5.73 2.63 -2.46  0.125
H: -5.84 4.54 -0.87  0.114
H: -5.09 4.18 1.49  0.117
H: -4.28 0.90 2.85  0.062
H: -4.16 2.65 3.17  0.073
H: 1.55 0.46 3.73  0.125
H: 0.60 1.54 5.73  0.106
H: -1.66 0.87 6.53  0.107
H: -3.05 -0.66 5.15  0.108
C: 3.46 -5.36 0.68  -0.036
C: 3.76 -3.97 1.26  -0.552
C: 4.79 -3.27 0.38  -0.056
C: 4.34 -4.12 2.68  -0.031
C: 2.49 -3.15 1.41  -0.126
C: 1.37 -3.67 2.08  0.032
C: 0.41 -2.82 2.52  -0.029
N: 0.46 -1.48 2.30  0.035
C: 1.35 -1.00 1.40  -0.153
C: 2.39 -1.83 1.01  0.054
C: 1.17 0.36 0.78  -0.241
C: 2.07 0.81 -0.18  0.063
C: 1.82 2.00 -0.86  -0.118
C: 0.68 2.70 -0.49  0.018
C: -0.15 2.18 0.49  -0.212
N: 0.07 1.03 1.10  -0.019
C: 2.70 2.50 -2.00  -0.531
C: 4.08 1.83 -1.98  -0.063
C: 2.90 4.02 -1.90  -0.042
C: 1.99 2.15 -3.31  -0.028
H: 4.38 -5.93 0.63  0.090
H: 3.04 -5.28 -0.32  0.097
H: 2.76 -5.92 1.30  0.077
H: 5.67 -3.91 0.28  0.090
H: 5.12 -2.32 0.82  0.090
H: 4.41 -3.08 -0.63  0.095
H: 5.29 -4.66 2.63  0.091
H: 3.67 -4.67 3.33  0.087
H: 4.53 -3.14 3.13  0.094
H: 1.28 -4.72 2.31  0.125
H: -0.41 -3.15 3.14  0.107
H: 3.15 -1.43 0.36  0.100
H: 2.94 0.24 -0.44  0.094
H: 0.39 3.62 -0.97  0.120
H: -1.05 2.72 0.77  0.003
H: 4.58 1.95 -1.01  0.089
H: 4.72 2.29 -2.74  0.085
H: 4.02 0.76 -2.22  0.077
H: 3.28 4.31 -0.92  0.092
H: 1.97 4.56 -2.08  0.084
H: 3.61 4.34 -2.66  0.084
H: 1.93 1.07 -3.45  0.087
H: 2.53 2.58 -4.16  0.091
H: 0.97 2.55 -3.32  0.074
F: -1.46 3.52 -1.65  0.129
B: -1.57 2.26 -2.24  -1.195
F: -0.33 1.82 -2.72  0.105
F: -2.55 2.24 -3.24  0.137
F: -2.01 1.33 -1.20  0.023

Computed properties:
total charge = 0
ΔE to the lowest compared entry with this formula, charge and spin = 53.3 kcal/mol
2S+1 = 1

***

The following is a DFT calculation (ωB97M-V/def2-TZVPD) of a molecular structure, C37H39Cl3GeMgN8O5PSTe.

Last column: Löwdin spin population.
Element x y z (Å)
Mg: 0.30 0.25 -1.93  0.031
C: 3.08 2.23 2.42  0.000
N: 2.92 1.34 1.28  0.000
C: 1.78 1.04 0.66  0.000
N: 2.00 0.16 -0.30  0.000
C: 3.34 -0.05 -0.21  0.000
N: 3.93 0.63 0.75  0.000
C: 2.25 1.79 3.60  0.000
C: 1.89 2.71 4.58  0.000
C: 1.14 2.32 5.68  0.000
C: 0.73 1.00 5.82  0.000
C: 1.07 0.08 4.83  0.000
C: 1.84 0.47 3.74  0.000
C: 0.64 -1.31 4.95  0.000
N: 0.34 -1.98 6.01  0.000
N: 0.03 -3.27 5.58  0.000
C: 0.17 -3.28 4.30  0.000
O: 0.55 -2.07 3.82  0.000
C: -0.02 -4.39 3.36  0.000
C: 0.16 -5.70 3.80  0.000
C: -0.01 -6.74 2.92  0.000
C: -0.38 -6.49 1.60  0.000
C: -0.59 -5.19 1.16  0.000
C: -1.08 -4.93 -0.24  0.000
N: -0.37 -3.87 -0.93  0.000
C: -0.65 -2.57 -0.95  0.000
N: 0.26 -1.92 -1.64  0.002
C: 1.10 -2.91 -2.06  0.000
N: 0.75 -4.11 -1.64  0.000
C: -0.39 -4.14 2.05  0.000
H: 2.79 3.23 2.11  0.000
H: 4.15 2.23 2.65  0.000
H: 0.84 1.50 0.90  0.000
H: 3.88 -0.72 -0.85  0.000
H: 2.19 3.75 4.47  0.000
H: 0.88 3.05 6.43  0.000
H: 0.14 0.69 6.66  0.000
H: 2.11 -0.27 2.99  0.000
H: 0.45 -5.88 4.83  0.000
H: 0.14 -7.76 3.25  0.000
H: -0.51 -7.32 0.91  0.000
H: -2.13 -4.62 -0.21  0.000
H: -1.01 -5.83 -0.85  0.000
H: -1.51 -2.13 -0.46  0.000
H: 1.96 -2.73 -2.68  0.000
H: -0.53 -3.11 1.72  0.000
C: -1.33 0.08 -3.48  0.354
H: -1.24 0.97 -4.11  0.012
H: -2.38 -0.17 -3.34  0.011
H: -0.77 -0.79 -3.84  0.018
C: 4.99 0.52 -4.00  0.000
C: 4.09 1.39 -4.85  0.001
O: 3.05 0.59 -5.47  0.015
P: 1.63 0.54 -4.78  0.026
O: 1.74 0.19 -3.32  0.011
Te: 0.32 -0.92 -6.16  0.481
O: 1.04 2.02 -4.85  0.001
C: 1.02 2.76 -6.10  0.000
C: 0.06 3.91 -5.98  0.000
H: 5.80 1.12 -3.59  0.000
H: 5.41 -0.29 -4.60  0.000
H: 4.42 0.09 -3.18  0.000
H: 4.64 1.85 -5.68  0.000
H: 3.63 2.19 -4.26  0.000
H: 0.72 2.07 -6.90  0.001
H: 2.04 3.10 -6.30  0.000
H: -0.94 3.55 -5.74  0.000
H: 0.02 4.45 -6.93  0.000
H: 0.37 4.60 -5.20  0.000
O: -0.95 0.52 -0.32  0.015
S: -2.26 1.25 -0.58  0.011
C: -3.51 0.05 -0.13  0.000
C: -4.65 -0.02 -0.90  0.000
C: -5.62 -0.96 -0.58  0.000
C: -5.43 -1.82 0.50  0.000
C: -4.27 -1.74 1.26  0.000
C: -3.30 -0.80 0.96  0.000
C: -2.41 2.33 0.83  0.001
C: -3.07 3.54 0.65  0.000
C: -3.17 4.41 1.72  0.000
C: -2.61 4.08 2.95  0.000
C: -1.95 2.87 3.11  0.000
C: -1.85 1.98 2.05  0.000
H: -4.78 0.63 -1.75  0.000
H: -6.52 -1.03 -1.18  0.000
H: -6.19 -2.55 0.74  0.000
H: -4.13 -2.40 2.11  0.000
H: -2.40 -0.71 1.54  0.000
H: -3.45 3.81 -0.32  0.000
H: -3.66 5.37 1.59  0.000
H: -2.68 4.77 3.78  0.000
H: -1.50 2.61 4.06  0.000
H: -1.34 1.04 2.16  0.000
Cl: 2.23 4.49 -2.76  0.002
Ge: 0.78 3.12 -1.75  0.004
Cl: -1.18 4.11 -2.32  0.000
Cl: 0.91 4.07 0.34  0.002

Computed properties:
⟨S²⟩ = 0.7597
total charge = 0
ΔE to the lowest compared entry with this formula, charge and spin = 8.6 kcal/mol
2S+1 = 2

***

The following is a DFT calculation (ωB97M-V/def2-TZVPD) of a molecular structure, C37H40AsNO3SZr.

Last column: Löwdin charge in e.
Element x y z (Å)
Zr: -0.34 -0.47 -0.35  1.451
C: -2.66 2.15 2.01  -0.060
C: -3.09 0.81 2.52  -0.227
C: -4.01 0.71 3.55  -0.068
C: -4.40 -0.52 4.05  -0.104
C: -3.86 -1.68 3.51  -0.066
C: -2.93 -1.62 2.48  -0.223
C: -2.36 -2.87 1.89  -0.053
C: -2.54 -0.36 1.98  -0.298
N: -1.61 -0.30 0.96  -0.209
H: -1.66 2.42 2.36  0.050
H: -3.35 2.93 2.34  0.078
H: -2.62 2.17 0.91  0.054
H: -4.44 1.62 3.97  0.103
H: -5.12 -0.58 4.86  0.094
H: -4.16 -2.64 3.90  0.103
H: -2.76 -3.76 2.38  0.075
H: -1.27 -2.89 1.98  0.067
H: -2.58 -2.93 0.82  0.070
C: -0.87 1.09 -2.95  -0.123
C: -2.08 0.17 -2.86  -0.519
C: -3.26 0.90 -2.21  -0.090
C: -1.70 -1.10 -2.07  -0.282
H: -1.03 1.96 -3.59  0.087
H: 0.01 0.56 -3.33  0.076
H: -0.62 1.53 -1.97  -0.001
H: -2.37 -0.10 -3.88  0.123
H: -3.05 1.12 -1.16  0.051
H: -4.16 0.28 -2.24  0.079
H: -3.48 1.84 -2.73  0.076
H: -1.14 -1.77 -2.73  0.040
H: -2.60 -1.63 -1.75  0.044
C: -0.54 -6.93 -4.41  -0.048
C: -0.01 -5.84 -3.52  -0.264
C: -0.80 -5.28 -2.53  -0.022
C: -0.32 -4.26 -1.71  -0.052
C: 0.98 -3.82 -1.89  -0.278
C: 1.80 -4.38 -2.87  -0.043
C: 1.30 -5.38 -3.67  -0.031
S: 1.64 -2.51 -0.92  0.514
O: 2.97 -2.86 -0.54  -0.256
O: 0.66 -2.33 0.22  -0.446
O: 1.51 -1.25 -1.70  -0.418
H: -1.56 -7.21 -4.13  0.075
H: 0.08 -7.83 -4.35  0.083
H: -0.55 -6.61 -5.45  0.084
H: -1.82 -5.63 -2.39  0.116
H: -0.94 -3.83 -0.95  0.100
H: 2.82 -4.04 -2.98  0.120
H: 1.93 -5.83 -4.43  0.118
C: 0.75 5.75 3.57  -0.079
C: 1.68 4.72 3.69  -0.072
C: 1.70 3.69 2.77  -0.096
C: 0.79 3.68 1.71  -0.415
C: -0.13 4.71 1.59  -0.127
C: -0.15 5.74 2.52  -0.078
As: 0.83 2.31 0.35  1.333
C: 1.70 0.87 1.34  -0.455
C: 1.02 0.38 2.46  -0.149
C: 1.55 -0.66 3.20  -0.062
C: 2.76 -1.23 2.82  -0.065
C: 3.44 -0.76 1.71  -0.080
C: 2.91 0.29 0.97  -0.103
C: 2.29 2.91 -0.78  -0.381
C: 2.96 4.11 -0.59  -0.090
C: 3.98 4.48 -1.46  -0.080
C: 4.33 3.66 -2.52  -0.084
C: 3.66 2.45 -2.71  -0.072
C: 2.64 2.09 -1.85  -0.134
H: 0.74 6.55 4.29  0.104
H: 2.38 4.72 4.51  0.106
H: 2.43 2.89 2.87  0.108
H: -0.85 4.70 0.78  0.103
H: -0.88 6.54 2.42  0.105
H: 0.07 0.82 2.75  0.093
H: 1.02 -1.03 4.06  0.113
H: 3.17 -2.06 3.39  0.110
H: 4.37 -1.22 1.40  0.111
H: 3.45 0.65 0.10  0.101
H: 2.70 4.76 0.23  0.097
H: 4.49 5.42 -1.31  0.104
H: 5.12 3.95 -3.19  0.103
H: 3.94 1.80 -3.53  0.108
H: 2.13 1.14 -2.01  0.072

Computed properties:
total charge = 0
ΔE to the lowest compared entry with this formula, charge and spin = 11.6 kcal/mol
2S+1 = 1